Density functional theory data (ωB97M-V/def2-TZVPD) for C26H30N6O3 in the gas phase.

```
65
Properties=species:S:1:pos:R:3:forces:R:3:nbo_charge:R:1
O 2.97495 -2.34313 -1.01801 -0.2 0.2 0.0 -0.560
O -0.18708 1.19292 2.94888 0.3 0.1 0.1 -0.662
O -6.57700 0.09408 -1.03509 0.0 0.2 0.1 -0.496
N 0.99487 -1.52162 1.05017 0.0 -0.1 -0.1 -0.450
N -2.19870 1.54127 2.00180 0.2 0.3 0.4 -0.548
N -0.33106 1.03984 -0.26910 0.3 -0.3 0.6 -0.336
N -0.50252 1.69597 -1.40889 -0.7 0.4 -0.3 -0.066
N 1.46658 0.96422 -1.44901 -1.0 -0.2 1.0 -0.191
N 0.54802 1.66538 -2.11663 0.7 0.3 -1.1 -0.071
C 6.19950 1.43974 -0.54969 0.1 0.0 0.0 -0.203
C 0.90070 0.57831 -0.27597 0.2 0.3 -0.7 0.334
C 2.77694 0.72028 -1.97655 0.5 -0.1 -0.4 -0.266
C -2.28493 -1.03286 1.09367 0.4 0.1 0.4 -0.139
C -1.11918 0.74890 2.29308 -0.5 0.2 0.1 0.657
C 0.69401 -2.30311 -0.13279 0.5 -0.2 -0.2 -0.236
C -5.83446 -1.24015 -2.94641 -0.1 0.1 0.4 -0.639
C -1.21176 -0.62685 1.80591 -0.3 -0.5 0.0 -0.117
C -3.27034 1.17668 1.23642 -0.3 -0.6 -0.4 0.154
C 1.89707 -3.16196 -0.57162 -0.8 -0.3 0.0 0.100
C -5.45303 0.36057 -0.31211 0.2 0.0 0.1 0.286
C 5.16682 0.86632 -1.26844 -0.1 0.0 0.0 -0.215
C 4.15205 -2.66176 -0.29528 0.4 -0.1 0.2 -0.067
C 2.44213 -4.03188 0.57221 0.1 0.1 -0.2 -0.431
C 1.59025 -0.22601 0.77372 0.4 -0.1 0.3 -0.285
C 5.95118 2.52061 0.28025 0.1 0.0 0.0 -0.214
C -6.70564 -1.14719 -1.69683 0.0 -0.3 -0.3 -0.061
C -5.35967 1.67775 0.16848 0.1 -0.2 -0.1 -0.220
C -0.02471 -1.51020 2.09016 0.0 0.1 0.2 -0.237
C 3.63456 2.45843 -0.34337 0.0 0.0 0.0 -0.164
C 3.87470 1.36825 -1.16779 0.0 0.0 0.0 -0.048
C -4.29070 2.07974 0.92838 0.0 -0.1 0.0 -0.211
C 4.66828 3.02877 0.37970 0.0 0.0 0.0 -0.212
C -4.45097 -0.53958 -0.00768 -0.3 0.1 -0.1 -0.287
C 3.68214 -3.26538 1.02305 0.0 0.1 -0.2 -0.432
C -3.35288 -0.14424 0.76674 -0.1 0.6 0.1 -0.021
H 7.19949 1.04078 -0.63562 0.1 0.0 0.0 0.215
H -6.49478 -1.97675 -1.00997 -0.1 0.1 0.0 0.166
H -7.76197 -1.19555 -1.97623 0.1 -0.1 0.1 0.193
H 2.71778 -5.01840 0.19775 0.0 0.0 0.0 0.208
H 0.45848 -1.14695 3.00250 -0.1 -0.1 0.0 0.230
H -6.09212 -0.43885 -3.63414 0.0 0.0 -0.1 0.217
H 4.46722 3.87337 1.02120 0.0 0.1 0.1 0.217
H 0.38039 -1.68063 -0.98320 -0.1 0.0 0.0 0.187
H 4.43684 -3.90068 1.48023 0.1 0.0 0.0 0.216
H -4.78143 -1.14589 -2.69297 0.1 0.0 0.0 0.215
H 1.56712 -3.77916 -1.42065 0.1 0.0 0.1 0.177
H 4.73666 -1.74668 -0.17451 0.0 -0.1 0.0 0.192
H 2.94184 -0.36251 -2.02345 0.0 0.2 0.0 0.258
H 1.71255 -4.14319 1.36899 -0.1 -0.1 0.1 0.220
H 2.77260 1.12446 -2.99457 -0.1 -0.1 0.1 0.245
H -2.34910 -2.05328 0.73794 0.0 -0.1 0.0 0.203
H -0.12454 -2.99090 0.08560 0.0 0.0 0.0 0.203
H 1.58515 0.35181 1.70222 0.1 0.0 -0.1 0.268
H -2.12812 2.50719 2.29871 0.1 -0.2 0.0 0.412
H -4.22881 3.09688 1.28574 0.0 0.1 0.0 0.213
H 6.75622 2.96578 0.84527 0.1 0.0 0.1 0.215
H 2.63963 2.87082 -0.25970 -0.1 0.0 0.0 0.212
H 2.62460 -0.37978 0.45553 -0.1 0.1 0.1 0.223
H 5.35875 0.02412 -1.91790 0.0 -0.1 -0.1 0.213
H -6.15428 2.36250 -0.08125 -0.1 0.1 0.0 0.227
H 4.74530 -3.39055 -0.86742 0.0 0.1 0.1 0.164
H -4.48059 -1.56129 -0.35310 0.0 -0.1 -0.1 0.212
H -0.34761 -2.54200 2.24957 0.0 0.1 0.0 0.201
H 3.39660 -2.47688 1.71782 0.0 0.0 0.0 0.221
H -5.99784 -2.19521 -3.43839 0.0 -0.1 -0.1 0.213
```
Forces are in eV/Å.

## Properties
Highest occupied orbital energy: -7.62 eV
2S+1: 1
Energy relative to the best compared isomer or geometry (same formula, charge and spin): 2.317 eV
E: -1563.0022 hartree
SMILES string: CCOc1ccc2[nH]c(=O)c(CN(Cc3nnnn3Cc3ccccc3)C[C@@H]3CCCO3)cc2c1
Kohn-Sham gap: 8.128 eV
LUMO level: 0.511 eV